Entry 1:
A 2-piece molecular cluster, C16H22N3O5 overall in a non-equilibrium geometry. Source: the Open Molecules 2025 dataset; level of theory: wB97M-V/def2-TZVPD.

```
46
Properties=species:S:1:pos:R:3:forces:R:3:lowdin_charge:R:1
C -3.413884 3.350515 0.637425 -0.6 0.5 0.0 -0.025
C -2.222403 4.448516 0.887658 -0.1 3.5 6.1 -0.286
O -2.232641 5.095711 2.085609 0.3 -4.2 -8.1 -0.035
O -1.173427 4.842672 -0.065575 -2.1 -3.1 1.3 -0.077
C -0.757653 3.731141 -0.935057 0.8 -0.5 -1.3 -0.171
C 0.173078 2.591743 -0.211325 2.5 -3.2 1.3 -0.016
C 0.542243 2.494799 1.383321 1.6 -2.6 -2.6 0.107
C 1.552227 1.277200 1.910414 0.0 -0.5 -2.6 0.004
C 2.227561 0.149722 0.930094 -2.5 3.0 -1.6 -0.049
C 1.829782 0.232625 -0.658266 -1.2 2.4 2.4 0.021
C 0.821695 1.432058 -1.227159 1.1 -0.8 2.7 -0.057
C 0.521445 1.384616 -2.858011 0.2 -0.4 0.7 -0.164
C -0.698902 0.352088 -3.239654 -0.1 -0.1 -0.8 -0.283
N -2.011727 1.103771 -3.257148 0.7 -0.1 -0.5 -0.057
C 3.204829 -0.860357 1.778547 1.1 -0.5 -1.3 -0.246
O 4.030119 -1.840575 1.392421 -5.6 5.8 2.6 -0.032
N 2.956868 -0.344289 3.210941 -1.2 -1.0 -0.4 0.068
C 2.092436 0.917539 3.416050 -1.7 2.9 2.5 -0.216
O 1.822798 1.547911 4.583966 2.1 -4.8 -8.0 0.004
H -3.562814 3.025694 -0.481653 0.6 0.5 2.3 0.081
H -3.283236 2.431501 1.375901 0.0 2.0 -1.8 0.111
H -4.436280 3.873996 0.961581 2.5 -0.9 -0.6 0.116
H -1.654852 3.217323 -1.524006 1.8 0.9 1.6 0.120
H -0.079723 4.217731 -1.788831 -1.4 -0.9 2.1 0.153
H 0.125028 3.281734 2.143641 0.9 -1.7 -1.6 0.120
H 2.274890 -0.572880 -1.403371 -1.0 2.0 1.6 0.100
H 0.266173 2.475021 -3.240134 0.5 -2.4 0.8 0.114
H 1.487072 0.988830 -3.434177 -2.0 1.0 1.5 0.126
H -0.805854 -0.568783 -2.523314 0.4 1.9 -1.1 0.111
H -0.483239 -0.071802 -4.314001 -0.1 0.7 2.0 0.114
H -1.939820 1.849197 -3.995317 -0.3 -1.2 0.9 0.084
H -2.823115 0.482938 -3.469915 1.1 0.7 0.1 0.077
H 2.378517 -1.107229 3.644444 1.3 0.8 0.2 0.136
C -0.777138 -4.774975 1.840000 0.0 0.0 -0.4 0.045
C -0.174329 -3.557079 1.211943 -3.0 2.6 2.6 -0.422
O -0.484200 -2.407971 1.459141 -0.1 -1.6 -0.1 0.165
N 0.906389 -3.605559 0.305434 2.1 0.0 -0.9 0.074
C 0.975306 -4.712732 -0.651655 0.2 -0.6 -0.8 0.027
H -1.702010 -4.496938 2.353194 0.3 0.1 -0.1 0.115
H -1.020453 -5.520375 1.079870 0.1 -0.1 0.1 0.096
H -0.075318 -5.193891 2.565356 0.0 -0.1 -0.1 0.116
H 1.745077 -3.583548 0.895379 0.5 0.0 -0.1 0.193
H 0.879929 -2.671983 -0.125129 0.2 0.0 -0.2 0.177
H 1.136247 -5.645929 -0.106389 -0.1 0.2 -0.2 0.117
H 1.819191 -4.519368 -1.318321 -0.2 -0.2 0.1 0.120
H 0.044116 -4.740332 -1.223920 0.2 -0.1 0.1 0.123
```
Forces are in eV/Å.

E_LUMO, Ha: -0.15718
Orbital gap, hartree: 0.26833
Energy above the lowest of the compared OMol25 structures with the same formula, charge and spin, kJ/mol: 1407.8
Charge: +1

Entry 2:
CH4ClNOS as an isolated structure in a non-equilibrium geometry. Source: the Open Molecules 2025 dataset; level of theory: wB97M-V/def2-TZVPD.

```
9
Properties=species:S:1:pos:R:3:forces:R:3:lowdin_charge:R:1
C 0.713294 -0.524908 1.146541 -1.6 1.1 -2.8 -0.552
N -1.833837 1.304747 0.774100 3.6 -1.0 0.4 -0.220
O -2.212214 -1.055699 -0.047879 0.3 -0.2 -0.4 -0.549
S -1.160909 -0.060365 -0.211392 -0.1 0.4 2.6 0.826
Cl 1.861154 -0.104351 -0.179756 -0.2 -0.4 1.1 0.420
H 0.722427 -1.580015 1.410242 -0.1 0.3 -0.1 0.023
H 0.696228 0.235984 1.909600 0.2 -0.1 0.3 -0.001
H -0.955040 1.852715 1.034199 -1.8 -0.4 -0.4 0.047
H -2.471455 1.862038 0.242338 -0.2 0.4 -0.6 0.006
```
Forces are in eV/Å.

E_LUMO, Ha: -0.00554
Orbital gap, hartree: 0.32383
Energy above the lowest of the compared OMol25 structures with the same formula, charge and spin, kJ/mol: 221.6

Entry 3:
C17H9Br2F6N2O6PPd as an isolated structure in a non-equilibrium geometry. Source: the Open Molecules 2025 dataset; level of theory: wB97M-V/def2-TZVPD.

```
44
Properties=species:S:1:pos:R:3:forces:R:3:lowdin_spin:R:1
Pd -0.441462 -0.648712 -0.292256 0.4 0.8 -1.1 0.006
O 2.517169 -2.614826 -5.686308 -0.1 0.2 0.2 0.001
C 1.891807 -2.224645 -4.563590 0.2 -0.2 -0.3 0.002
C 1.640974 -0.887155 -4.253461 0.0 0.2 0.1 -0.005
C 0.986924 -0.610605 -3.073837 0.0 -0.5 0.1 0.011
N 0.609823 -1.572226 -2.235638 -0.2 0.0 0.4 0.027
C 0.824646 -2.812186 -2.564038 -0.1 -0.7 0.1 0.147
C 1.464973 -3.240819 -3.703898 -0.1 0.4 0.1 0.004
C 0.078514 -3.777399 -1.470792 0.3 0.7 -0.4 0.088
O 0.464362 -4.935291 -1.733975 -0.1 -0.1 0.2 0.652
O -0.630348 -3.189927 -0.706875 -0.3 -0.7 0.3 0.051
C 0.518813 0.729693 -2.625345 -0.2 0.6 0.3 0.003
O 0.917177 1.766118 -3.090269 -0.1 -0.2 -0.1 0.004
O -0.432979 0.679547 -1.695053 0.3 0.0 -0.6 0.013
H 2.754592 -1.852006 -6.227230 0.0 0.0 0.0 0.000
H 1.930088 -0.071374 -4.904431 0.0 0.0 0.0 0.000
H 1.612542 -4.281883 -3.943651 0.0 0.0 0.0 -0.001
C -2.952566 1.530802 -0.059646 0.0 0.0 0.0 0.000
C -1.853291 1.945413 0.838549 0.3 -0.2 -0.2 -0.002
C -2.053427 2.953033 1.790236 0.0 0.1 0.0 -0.001
C -1.050584 3.300914 2.649331 0.0 0.0 0.0 0.000
C 0.189713 2.642858 2.547107 0.0 0.0 -0.1 -0.001
C 1.288632 2.883547 3.404171 0.5 -0.3 -0.1 0.000
Br 1.177175 4.129955 4.730172 -0.1 0.2 0.3 0.000
C 2.543103 2.189834 3.339170 -0.3 0.2 0.0 0.000
C 2.742248 1.232006 2.412259 -0.7 0.0 -0.4 0.001
Br 4.295259 0.292254 2.279113 0.2 -0.1 0.0 0.000
C 1.636581 0.891173 1.414945 0.0 0.4 0.6 0.000
O 1.808939 0.072253 0.565536 0.4 0.0 -0.1 0.007
C 0.314511 1.649851 1.559342 0.5 -0.2 0.1 -0.002
N -0.653362 1.309275 0.747026 -0.4 -0.3 0.7 -0.019
H -3.590851 2.381383 -0.293606 0.0 0.0 0.0 0.000
H -3.552435 0.782354 0.468506 0.0 0.0 0.0 0.000
H -2.568935 1.085360 -0.972117 0.0 0.0 0.0 0.000
H -3.019700 3.434292 1.845416 0.0 0.0 0.0 0.000
H -1.205572 4.068170 3.394439 0.0 0.0 0.0 0.000
H 3.317012 2.445403 4.048636 0.0 0.0 0.0 0.000
F -2.527705 -1.235162 0.862688 -0.4 0.1 0.2 0.004
P -1.985381 -1.697699 2.340043 -0.3 -0.4 0.4 0.000
F -2.209190 -3.207349 1.937151 0.1 0.0 0.0 0.001
F -0.430980 -1.756424 1.574991 0.1 0.3 -0.2 0.006
F -3.424155 -1.545386 2.975305 0.0 0.0 -0.1 0.000
F -1.281178 -2.106668 3.699731 0.1 0.0 -0.1 0.000
F -1.661474 -0.127746 2.672153 0.0 0.0 -0.1 0.000
```
Forces are in eV/Å.

E_LUMO (alpha / beta), Ha: -0.26413 / -0.26410
Orbital gap (alpha / beta), hartree: 0.20449 / 0.20343
Energy above the lowest of the compared OMol25 structures with the same formula, charge and spin, kJ/mol: 144.3
Multiplicity: 2
Expectation value of S²: 0.838
Charge: +1

Entry 4:
C19H26Cl12FIN3O2 as an isolated structure in a non-equilibrium geometry. Source: the Open Molecules 2025 dataset; level of theory: wB97M-V/def2-TZVPD.

```
64
Properties=species:S:1:pos:R:3:forces:R:3:lowdin_charge:R:1
O -2.067139 -4.014116 2.404144 1.0 1.0 -0.2 0.114
C -1.088395 -3.331926 2.228283 -1.7 -1.2 0.4 -0.325
O -1.116351 -2.177593 1.479225 0.3 -0.3 0.1 -0.100
C -0.835335 -2.566604 0.116954 1.0 -0.7 -0.4 -0.185
C -0.314056 -1.414862 -0.715855 -0.4 0.4 0.4 -0.088
C 1.015937 -0.775661 -0.249526 0.2 0.1 0.1 -0.278
N 2.010921 -1.711294 0.246937 -0.2 0.4 1.1 -0.122
C 3.227248 -1.062760 0.736426 0.3 0.1 -0.3 -0.199
C 3.047610 0.376061 1.267469 0.4 0.4 -1.1 -0.199
N 1.685284 0.666959 1.784532 0.1 -0.3 0.6 -0.393
I 1.353765 -0.643251 3.437409 0.1 -0.2 0.1 1.256
C 1.544665 2.028538 2.365799 -0.7 0.0 0.4 -0.413
C 2.439891 3.024278 2.153544 2.2 -0.1 -1.5 -0.017
C 2.315328 4.271527 2.725147 -0.6 0.1 0.4 -0.008
C 1.195276 4.460591 3.499958 0.6 0.5 -0.2 -0.020
C 0.331703 3.399064 3.622355 -1.7 0.4 1.2 -0.113
N 0.471854 2.199601 3.105375 0.2 -0.4 -0.4 0.090
C 0.655959 0.411865 0.707313 -0.9 0.2 -1.3 -0.264
C 0.382326 1.656816 -0.180407 -0.7 -0.2 0.4 -0.130
C -0.887568 2.456036 0.237375 1.4 0.4 -0.8 -0.123
C -1.337521 3.260002 -0.988618 -0.1 0.3 0.5 -0.200
F -1.505756 4.597708 -0.617071 -0.1 0.1 0.0 -0.064
H -0.131637 -3.670455 2.669356 0.1 0.6 -0.3 0.144
H -0.047601 -3.325667 0.159922 -0.1 -0.1 -0.1 0.047
H -1.687584 -3.077368 -0.336487 -0.2 0.4 0.1 0.146
H -0.239649 -1.715289 -1.760664 0.1 -0.3 0.1 0.135
H -1.082788 -0.632358 -0.684528 0.1 0.0 -0.2 0.123
H 1.454877 -0.324993 -1.146976 0.1 0.0 0.1 0.150
H 1.661746 -2.286665 1.005720 -0.3 0.1 -0.1 0.037
H 3.930848 -1.005233 -0.100605 0.0 0.2 0.1 0.130
H 3.724707 -1.665220 1.495927 -0.3 -0.2 0.0 0.112
H 3.799286 0.673665 1.996491 -0.2 -0.3 0.2 0.130
H 3.202798 1.050931 0.417895 -0.3 0.0 0.1 0.131
H 3.298377 2.864597 1.512069 0.0 -0.1 0.0 0.120
H 3.049284 5.047931 2.572699 0.1 0.0 -0.1 0.128
H 1.000149 5.406054 3.982769 -0.1 0.0 0.1 0.124
H -0.566976 3.565724 4.211407 0.0 -0.2 0.0 0.130
H -0.293885 0.191801 1.192108 0.3 -0.1 0.4 0.111
H 1.252372 2.314894 -0.255949 -0.1 0.0 0.0 0.127
H 0.180807 1.317358 -1.200270 0.3 -0.3 0.1 0.105
H -0.552479 3.199051 0.960052 -0.5 -0.1 0.3 0.100
H -1.657830 1.794936 0.628862 0.0 0.1 0.1 0.124
H -2.291299 2.913057 -1.383480 0.1 0.0 -0.2 0.098
H -0.558102 3.279962 -1.752733 -0.2 -0.2 -0.1 0.062
C 0.285751 4.785752 -4.495673 0.0 0.1 -0.1 -1.547
Cl -1.177663 4.297892 -5.348885 0.0 0.0 0.1 0.531
Cl 1.174416 3.363225 -3.919021 0.0 0.0 0.0 0.512
Cl 1.306623 5.778418 -5.527908 0.0 0.0 0.1 0.555
H -0.001450 5.373976 -3.632932 0.0 0.0 0.0 0.011
C -3.945191 1.282149 -4.578214 -0.2 -0.1 -0.1 -1.552
Cl -2.413451 1.070726 -3.714352 0.1 0.0 0.0 0.495
Cl -4.022314 0.209163 -5.970999 0.0 0.1 0.0 0.548
Cl -5.308112 1.005219 -3.495509 0.0 0.1 0.0 0.538
H -3.992567 2.304470 -4.931399 0.0 0.0 0.0 0.007
C 2.237288 -5.797773 -1.437248 -0.1 -0.2 0.2 -1.517
Cl 2.102714 -4.174909 -0.738008 0.4 -0.4 -0.5 0.621
Cl 3.305400 -6.804325 -0.460535 0.0 0.0 -0.1 0.540
Cl 0.633038 -6.518180 -1.574495 0.0 0.0 0.0 0.535
H 2.662167 -5.715803 -2.429594 0.0 0.1 0.0 0.016
C -4.500360 -6.210958 1.787213 -0.1 -0.1 0.0 -1.560
Cl -3.619903 -6.892336 0.413927 0.1 0.1 0.0 0.509
Cl -6.048459 -5.545472 1.260996 0.0 0.0 0.0 0.524
Cl -4.739261 -7.431717 3.037831 0.0 0.0 0.0 0.531
H -3.909738 -5.407211 2.204450 0.0 0.0 0.0 -0.030
```
Forces are in eV/Å.

E_LUMO, Ha: -0.18485
Orbital gap, hartree: 0.26660
Charge: +1

Entry 5:
A 4-piece molecular cluster, CH12N2O3 overall in a non-equilibrium geometry. Source: the Open Molecules 2025 dataset; level of theory: wB97M-V/def2-TZVPD.

```
18
Properties=species:S:1:pos:R:3:forces:R:3:lowdin_charge:R:1
N -1.944151 -0.470175 0.882183 0.8 -0.6 0.8 -0.005
C -1.520995 -0.669659 2.297999 -0.8 -0.3 -0.7 -0.354
N -0.281370 -1.359389 2.434107 0.6 0.5 0.8 0.000
H -2.369978 -1.345541 0.596582 -0.2 0.3 -0.4 0.075
H -2.606564 0.283614 0.818855 -0.4 0.1 -0.2 0.067
H -1.472930 0.311841 2.744999 0.4 0.2 0.2 0.109
H -2.299795 -1.208861 2.845998 0.0 -0.1 0.0 0.099
H 0.511182 -0.736760 2.457136 0.1 -0.2 -0.2 0.065
H -0.098651 -2.183209 1.891122 -0.3 0.0 -0.2 0.064
O -0.122762 0.450373 -1.105780 0.2 0.7 0.3 -0.086
H -0.328487 0.015631 -0.254372 -0.2 -0.5 -0.6 0.004
H 0.197235 -0.150782 -1.777833 0.0 -0.3 0.3 0.039
O -1.819659 2.733460 -0.609484 0.5 0.0 0.0 -0.087
H -1.268369 1.931605 -0.612819 -0.3 0.0 -0.2 -0.023
H -1.208711 3.364038 -1.013277 -0.3 0.1 0.1 0.034
O 5.572959 -0.036368 -3.586989 0.2 -0.2 -0.6 -0.069
H 6.012864 -0.086484 -4.454115 -0.2 0.1 0.5 0.041
H 5.048182 -0.843335 -3.554314 0.0 0.1 0.1 0.028
```
Forces are in eV/Å.

E_LUMO, Ha: 0.02502
Orbital gap, hartree: 0.37837
Energy above the lowest of the compared OMol25 structures with the same formula, charge and spin, kJ/mol: 54.5
SMILES: NCN.O.O.O

Entry 6:
A 2-piece molecular cluster, C6H11N2O4S2 overall in a non-equilibrium geometry. Source: the Open Molecules 2025 dataset; level of theory: wB97M-V/def2-TZVPD.

```
25
Properties=species:S:1:pos:R:3:forces:R:3:lowdin_charge:R:1
C -2.366304 -1.557125 -0.284377 -1.1 0.4 -0.1 -0.673
C -2.160293 -0.925527 -2.009133 0.4 -0.4 1.1 -0.037
C -1.996372 0.435944 -1.655995 1.4 -2.6 -0.3 -0.275
C 3.073682 0.485493 -0.490798 1.2 -3.2 1.0 -0.682
C 1.703795 -0.328610 1.372836 -1.0 0.6 -0.8 -0.098
C 1.994928 -0.473693 -0.147717 -0.8 0.6 -1.0 -0.336
N -0.892072 0.870549 -1.162707 2.0 1.0 -0.3 -0.118
N -1.930705 1.584414 1.072542 1.3 2.4 -0.9 -0.057
O -3.499755 -1.972005 -0.191664 -0.8 -0.5 -0.1 0.003
O -1.416629 -1.406243 0.424801 1.3 0.0 0.3 0.033
O 0.345606 2.579099 0.252757 -1.5 -1.0 -0.5 -0.337
O -1.757097 3.285615 -0.804449 -0.3 0.0 -0.4 -0.330
S 4.596838 -0.055029 -0.610373 0.3 0.8 -0.5 0.611
S -0.976423 2.217414 -0.253240 -0.8 -0.8 2.3 0.560
H -1.264248 -1.496441 -2.105630 0.7 -0.1 -0.7 0.081
H -3.034274 -1.393041 -2.434378 -0.1 0.7 -0.3 0.081
H -2.823135 1.002843 -1.542241 -3.1 2.0 0.0 0.080
H 2.744503 1.472479 -0.450719 -0.1 1.9 -0.2 0.032
H 1.083625 0.560096 1.573084 -0.2 -0.6 -0.1 0.058
H 2.546453 -0.174939 1.994658 1.5 0.2 0.1 0.047
H 1.301721 -1.250744 1.741463 -0.9 -0.3 0.1 0.060
H 1.180849 0.013706 -0.810755 0.3 -1.6 1.4 0.098
H 2.221925 -1.556434 -0.403421 -0.2 1.5 0.1 0.112
H -1.405771 0.985222 1.662609 0.2 -0.8 0.2 0.025
H -2.913045 1.379664 0.949680 0.4 -0.1 -0.4 0.059
```
Forces are in eV/Å.

E_LUMO, Ha: 0.10264
Orbital gap, hartree: 0.29098
Energy above the lowest of the compared OMol25 structures with the same formula, charge and spin, kJ/mol: 160.7
Charge: -1